No. 1
Formula: C2H4F3NO5RbS2
Source: the Open Molecules 2025 dataset
Level of theory: wB97M-V/def2-TZVPD

Properties
Orbital gap, eV: 6.3
M, g/mol: 328.65
LUMO, eV: 1.8467
Net charge: -1

The geometry in XYZ format:
```
18
C2H4F3NO5RbS2 (wB97M-V/def2-TZVPD)
F 2.450 -0.236 -1.529
H -3.542 -0.421 -1.053
Rb -1.159 -0.501 2.289
F 1.554 -1.487 -0.015
H -1.764 -1.072 -1.809
O -0.786 2.126 1.385
H -3.551 -2.136 0.059
C -2.449 -0.497 -1.176
O 1.613 0.322 2.051
O 3.662 1.385 1.079
O -2.631 -1.872 0.107
C 2.494 -0.578 -0.248
F 3.673 -1.143 -0.002
O -0.549 0.563 -0.505
S 2.277 0.940 0.876
N 1.467 2.025 0.083
S -0.224 2.052 -0.024
H -2.535 0.528 -1.568
```

---

No. 2
Formula: C42H28Cl4O3P2Pd
Source: the Open Molecules 2025 dataset
Level of theory: wB97M-V/def2-TZVPD

Properties
Orbital gap, eV: 6.2
M, g/mol: 890.86
LUMO, eV: -7.4722
Net charge: +2

The geometry in XYZ format:
```
80
C42H28Cl4O3P2Pd (wB97M-V/def2-TZVPD)
C -2.047 1.467 3.152
H -3.927 1.747 4.110
C -5.494 2.784 -1.249
H -3.906 5.593 -0.210
H 4.669 -2.228 3.401
H -0.102 3.074 -0.350
C -3.578 -0.975 2.382
H 2.584 -2.188 4.730
C 2.648 4.656 1.842
C -2.852 1.763 4.238
C 1.836 0.216 2.464
C -3.015 -0.038 1.546
C -3.007 3.655 -0.365
C -4.057 4.555 -0.472
Cl 2.999 -3.947 -1.019
H 3.433 5.094 2.443
C -1.486 0.569 -2.318
C 1.167 2.820 1.368
C 0.104 -3.011 1.785
C 1.677 -0.650 3.547
H -4.412 -2.944 2.481
C -3.214 2.320 -0.691
P 0.481 1.236 1.865
O 1.207 -1.850 0.045
C 1.116 4.796 -0.009
C -0.095 1.876 4.481
C -3.959 -2.200 1.839
Pd -0.385 -0.175 0.335
C -0.894 2.161 5.574
C -1.160 1.140 -4.636
Cl 2.621 -6.611 0.622
C 2.181 3.388 2.143
C 0.765 -5.312 2.141
C -0.557 -0.090 -4.851
H -0.203 -0.352 -5.839
H -2.043 3.995 -0.009
C -2.275 2.101 5.451
H -2.087 2.436 -3.200
C 1.907 -4.092 0.279
H -6.115 4.820 -1.002
Cl -1.102 -4.312 3.814
C -0.653 1.516 3.251
H -3.724 -0.762 3.432
Cl 0.673 -6.784 2.971
H -0.440 2.438 6.515
C 4.028 -0.692 2.049
C -0.003 -4.269 2.515
C -3.198 -1.529 -0.342
C -3.784 -2.476 0.491
H -2.906 2.334 6.298
O -0.513 -2.007 2.049
C 1.732 -5.224 0.995
C 1.117 -2.919 0.613
H -6.461 2.447 -1.594
O -2.661 1.239 1.929
C 3.013 0.186 1.709
H -4.622 0.834 -1.394
H -3.064 -1.741 -1.396
C -4.457 1.872 -1.135
H -4.109 -3.424 0.086
H 4.942 -0.708 1.471
H 0.715 5.337 -0.856
C 2.113 5.362 0.772
H 2.608 2.844 2.977
H -0.768 -1.436 -1.767
C -0.411 -0.993 -3.805
H 2.485 6.350 0.539
H 0.982 1.934 4.584
C -1.617 1.475 -3.371
H -1.276 1.839 -5.453
H 0.051 -1.955 -3.981
H 0.762 -0.646 4.123
H 3.134 0.845 0.858
C -5.296 4.119 -0.916
C 2.698 -1.529 3.879
C -0.875 -0.675 -2.540
P -1.901 1.073 -0.645
C 3.870 -1.549 3.132
C -2.799 -0.300 0.180
C 0.648 3.525 0.287
```

---

No. 3
Formula: C2H4O2
Source: the Open Molecules 2025 dataset
Level of theory: wB97M-V/def2-TZVPD

Properties
Orbital gap (spin up / spin down), eV: 0.8 / 4.3
M, g/mol: 60.05
LUMO (spin up / spin down), eV: 2.0740 / 2.0740
Net charge: -1
Multiplicity: 2

The geometry in XYZ format:
```
8
C2H4O2 (wB97M-V/def2-TZVPD)
C -5.484 -1.668 3.428
O 5.458 0.557 -3.871
H 4.710 2.476 -3.620
H -5.397 -2.712 3.133
H -4.560 -1.021 3.549
H 6.339 1.987 -2.760
C 5.555 1.625 -3.405
O -6.620 -1.244 3.547
```

---

What is the formula in the third record? C2H4O2

---

The highest net charge belongs to which entry? C42H28Cl4O3P2Pd